w) C5H12N2 in the gas phase, computed with ωB97M-V/def2-TZVPD.

The SMILES is C=CC(C)(C)NN. As for the LUMO energy: 1.0 eV. Its HOMO-LUMO gap is 0.34299 Eh.

```
! RIJCOSX wB97M-V def2-TZVPD def2/J DEFGRID3
* xyz 0 1
N 1.5807 0.0700 -0.5231
N 1.9990 1.3121 0.0100
C 0.0752 -0.6533 1.2843
C -0.6770 0.9738 -0.6931
C -1.8310 1.3883 -0.2186
C -0.1905 -1.5267 -0.9732
C 0.2302 -0.2693 -0.1366
H -0.1092 1.6300 -1.4146
H 0.5195 -2.4211 -0.9937
H 0.7248 -1.5251 1.5958
H 0.3974 0.0822 2.0534
H 1.1463 1.8684 0.2184
H 2.4109 1.8036 -0.7467
H -1.2210 -1.7963 -0.7779
H -0.1537 -1.1968 -2.0320
H -1.0100 -0.8417 1.4833
H -2.3047 2.2071 -0.7100
H -2.4270 0.7699 0.4517
H 2.2151 -0.6783 -0.0536
*
```

=====

x) 2 unconnected molecules or ions with the total composition C5H12N2, computed with ωB97M-V/def2-TZVPD.

The SMILES is N/C=C/N.C=CC. As for the LUMO energy: 1.1 eV. Its HOMO-LUMO gap is 0.34674 Eh.

```
! RIJCOSX wB97M-V def2-TZVPD def2/J DEFGRID3
* xyz 0 1
N -0.7406 -0.7808 -0.4320
N -0.3382 0.4293 -3.9495
C -0.4735 0.6325 2.5788
C -0.4985 0.4859 -2.5160
C -0.5916 -0.6411 -1.8242
C 0.9573 0.3270 2.1947
C 1.6664 -0.7688 2.4671
H 0.3094 1.1570 -4.2314
H -0.5563 1.4649 -2.0457
H -1.0213 0.7899 1.6505
H -1.2202 0.7087 -4.3695
H -0.8583 -0.2329 3.1094
H 1.5047 1.0618 1.6039
H 2.7098 -0.7985 2.1909
H -0.5017 -1.5662 -2.3943
H 0.0857 -0.5705 0.0922
H -1.1654 -1.6494 -0.1393
H 1.1923 -1.6359 2.9159
H -0.4601 1.5870 3.0986
*
```

=====

The computed energies, referenced to the most stable structure and given in eV, are w) 0.727; x) 0.000.

=====

w) 2 unconnected molecules or ions with the total composition C4H6N4, computed with ωB97M-V/def2-TZVPD.

The SMILES is CN=C=NC#N.C=N. As for the LUMO energy: 0.4 eV. Its HOMO-LUMO gap is 0.35623 Eh.

```
! RIJCOSX wB97M-V def2-TZVPD def2/J DEFGRID3
* xyz 0 1
N -1.4313 -0.1200 -3.3309
N 0.4141 0.4851 -1.8790
N 1.7963 0.3258 0.0315
N -0.9195 -0.7858 0.3286
C 0.8997 0.3095 -0.7529
C -0.5902 0.1599 -2.5785
C -2.0465 -0.3312 0.1736
C 1.8369 0.3554 1.4693
H 1.0442 1.0449 1.8506
H -3.0227 -0.6682 0.5366
H -2.0987 0.7184 -0.0167
H 1.9994 -0.5394 2.0542
H 2.8038 0.8237 1.5886
H -0.6856 -1.7781 0.5251
*
```

=====

x) C4H6N4 in the gas phase, computed with ωB97M-V/def2-TZVPD.

The SMILES is C[C@H]1Cn2nnnc21. As for the LUMO energy: 0.7 eV. Its HOMO-LUMO gap is 0.42175 Eh.

```
! RIJCOSX wB97M-V def2-TZVPD def2/J DEFGRID3
* xyz 0 1
N -1.8200 -1.3843 0.3087
N -2.4468 0.6670 -0.3152
N -1.1534 0.6188 -0.0251
N -2.8691 -0.5263 -0.1337
C 0.6669 -0.1473 0.5556
C -0.8359 -0.5926 0.3882
C 1.5685 -0.7671 -0.4776
C 0.1061 1.2646 0.2169
H 0.3345 1.6670 -0.7457
H 2.5877 -0.3214 -0.5009
H 1.6730 -1.8223 -0.3527
H 1.0734 -0.2293 1.5971
H 1.1147 -0.5172 -1.4506
H 0.0004 2.0904 0.9351
*
```

=====

y) A molecular structure, C4H6N4, computed with ωB97M-V/def2-TZVPD.

As for the LUMO energy: 0.0 eV. Its HOMO-LUMO gap is 0.31923 Eh.

```
! RIJCOSX wB97M-V def2-TZVPD def2/J DEFGRID3
* xyz 0 1
N -0.5885 -1.8678 -1.3464
N 1.4360 0.2390 -1.4808
N 1.0830 2.1147 0.0261
N -1.4234 -0.0348 2.6387
C -0.1995 0.1064 0.1353
C -0.7292 -1.1823 -0.0835
C 0.8303 0.9208 -0.4056
C -0.8710 0.2604 1.4685
H 1.9381 -0.6848 -1.3686
H -0.6059 -3.1656 -1.5101
H 2.0952 0.9229 -2.1229
H -0.2541 -1.4047 -2.1169
H -1.4350 -1.7373 0.5749
H 0.5294 2.2802 0.9933
*
```

=====

z) A molecular structure, C4H6N4, computed with ωB97M-V/def2-TZVPD.

As for the LUMO energy: -1.0 eV. Its HOMO-LUMO gap is 0.32096 Eh.

```
! RIJCOSX wB97M-V def2-TZVPD def2/J DEFGRID3
* xyz 0 1
N -0.7155 0.2657 -0.2553
N -0.0078 -1.8736 -0.1675
N 0.8183 1.2916 1.4092
N -0.7493 -1.1212 -2.3687
C -0.5955 -0.9823 -1.0306
C 0.3112 0.2895 0.7712
C 0.2149 2.6072 1.0357
C 0.7630 -1.2292 0.7232
H -0.8588 2.4476 1.2981
H 1.3688 -1.7007 1.5666
H 0.6259 3.3207 1.8489
H 0.3319 2.8765 -0.0634
H -0.3440 1.0713 -1.2605
H -0.7054 -2.0646 -2.7107
*
```

=====

The computed energies, referenced to the most stable structure and given in eV, are w) 0.223; x) 0.000; y) 1.914; z) 0.565.

=====

w) C4H6N4 in the gas phase, computed with ωB97M-V/def2-TZVPD.

The SMILES is C/N=N/c1cn[nH]c1. As for the LUMO energy: 0.2 eV. Its HOMO-LUMO gap is 0.34909 Eh.

```
! RIJCOSX wB97M-V def2-TZVPD def2/J DEFGRID3
* xyz 0 1
N -1.2817 1.1131 -2.3685
N 0.2713 -0.8424 0.2336
N -1.1425 2.0340 -1.4147
N 0.7483 -0.4719 1.3869
C 1.2739 -1.7723 1.9995
C -0.7814 -0.0222 -1.8422
C -0.5669 1.5579 -0.2576
C -0.3553 0.2002 -0.4802
H -0.3571 2.1654 0.6173
H 2.3326 -1.6011 2.2597
H 0.5916 -1.9586 2.8215
H -1.2750 3.0403 -1.6595
H 1.2458 -2.4864 1.1026
H -0.7035 -0.9559 -2.3984
*
```

=====

x) A molecular structure, C4H6N4, computed with ωB97M-V/def2-TZVPD.

As for the LUMO energy: -0.3 eV. Its HOMO-LUMO gap is 0.29060 Eh.

```
! RIJCOSX wB97M-V def2-TZVPD def2/J DEFGRID3
* xyz 0 1
N 2.5121 -0.5070 -0.0548
N 1.4109 -1.2335 0.0496
N -2.0975 -1.1090 -0.1131
N -1.7997 0.2386 -0.0765
C -0.9844 -1.7926 0.1252
C 0.1988 1.7321 0.0805
C 0.1356 -0.8704 0.1172
C -0.3869 0.3679 -0.0943
H -2.4715 0.8639 -0.5202
H 3.3932 -1.1380 -0.7897
H 0.9949 2.0725 -0.6061
H -0.9419 -2.9229 0.3888
H -0.5549 2.6411 0.2954
H 0.5913 1.6573 1.1980
*
```

=====

The computed energies, referenced to the most stable structure and given in eV, are w) 0.000; x) 2.248.

=====

w) 2 unconnected molecules or ions with the total composition C4H6N4, computed with ωB97M-V/def2-TZVPD.

As for the LUMO energy: -0.8 eV. Its HOMO-LUMO gap is 0.32814 Eh.

```
! RIJCOSX wB97M-V def2-TZVPD def2/J DEFGRID3
* xyz 0 1
N 1.6703 0.7193 0.4343
N 0.1682 -0.2921 -1.6352
N -2.4992 -1.7164 0.3554
N -1.4715 2.4223 0.0183
C -1.6429 -0.9726 0.2757
C -1.1404 1.3237 0.0329
C -0.5835 -0.0479 0.1932
C 0.6116 -0.1580 1.0580
H 0.2461 -0.0101 2.1327
H 0.8271 -1.1994 0.9453
H 1.5424 0.9471 -0.5287
H 2.6131 0.5182 0.6483
H 0.3096 -1.3134 -1.6804
H -0.6510 -0.2208 -2.2497
*
```

=====

x) 2 unconnected molecules or ions with the total composition C4H6N4, computed with ωB97M-V/def2-TZVPD.

As for the LUMO energy (alpha / beta): 0.6 / 0.6 eV. Its HOMO-LUMO gap (alpha / beta) is 0.33641 / 0.33643 Eh.

```
! RIJCOSX wB97M-V def2-TZVPD def2/J DEFGRID3
* xyz 0 1
N 0.0371 1.1164 -0.2638
N -2.5613 -0.6050 0.9069
N 0.0470 0.0697 -1.0075
N -0.6251 2.1754 -0.4194
C 1.4950 -0.1890 0.7903
C -2.3140 -1.2472 -0.0019
C 0.9604 -0.8723 -0.4283
C 0.9087 0.9987 0.8538
H 0.9728 1.8161 1.5421
H 0.4419 -1.8031 -0.1669
H -1.2121 2.1205 -1.2509
H 1.7431 -1.1334 -1.1486
H -2.0982 -1.8166 -0.8658
H 2.2046 -0.6301 1.4598
*
```

=====

y) C4H6N4 in the gas phase, computed with ωB97M-V/def2-TZVPD.

The SMILES is c1nncn1N1CC1. As for the LUMO energy: 0.8 eV. Its HOMO-LUMO gap is 0.38594 Eh.

```
! RIJCOSX wB97M-V def2-TZVPD def2/J DEFGRID3
* xyz 0 1
N -1.2044 0.0090 -0.6714
N 2.1470 -0.6800 0.1598
N 0.1071 -0.0237 -0.1751
N 2.1544 0.6797 0.1351
C -2.1676 -0.7192 0.1954
C -2.1026 0.7469 0.3328
C 0.9435 1.0744 -0.0842
C 0.9363 -1.0864 -0.0310
H -2.8873 1.3623 -0.0836
H -3.0482 -1.1351 -0.3290
H 0.6155 2.1311 -0.3013
H 0.5616 -2.1157 -0.0702
H -1.6194 1.1915 1.2028
H -1.7088 -1.4243 0.9652
*
```

=====

The computed energies, referenced to the most stable structure and given in eV, are w) 0.251; x) 0.591; y) 0.000.

=====

w) 3 unconnected molecules or ions with the total composition C4H6N4, computed with ωB97M-V/def2-TZVPD.

As for the LUMO energy: -2.4 eV. Its HOMO-LUMO gap is 0.23325 Eh.

```
! RIJCOSX wB97M-V def2-TZVPD def2/J DEFGRID3
* xyz 0 1
N 0.7980 -0.5302 2.4638
N -1.6993 -1.6836 1.1301
N 0.5429 1.0331 0.3291
N -1.0172 -0.1765 -0.5626
C -0.0402 0.7213 -0.9534
C 0.2080 1.2211 -2.2522
C -0.9054 -0.7063 0.6452
C 0.2820 0.0537 1.3871
H -1.7746 -0.3449 -1.0485
H -1.5114 -1.5547 2.1885
H 1.0985 1.7560 -2.7413
H 2.0123 -0.4455 2.7123
H 2.2852 0.3065 -0.0014
H -0.2787 0.3498 -3.2967
*
```

=====

x) C4H6N4 in the gas phase, computed with ωB97M-V/def2-TZVPD.

The SMILES is C1=NN[C@H]2C=NN[C@H]12. As for the LUMO energy: 1.0 eV. Its HOMO-LUMO gap is 0.37328 Eh.

```
! RIJCOSX wB97M-V def2-TZVPD def2/J DEFGRID3
* xyz 0 1
N -1.1484 -1.1373 -0.3342
N 2.2640 -0.0408 -0.1370
N -2.1936 -0.0571 -0.0466
N 1.4075 1.1449 -0.1175
C 0.0237 0.6527 -0.3583
C 1.4548 -0.9586 -0.0875
C 0.0602 -0.6719 0.2647
C -1.5442 1.0581 0.0298
H -1.9435 2.0829 0.1072
H -0.1256 0.6277 -1.4379
H -1.5599 -1.8932 0.0356
H -0.1517 -0.5097 1.3710
H 1.9264 -1.9836 -0.0706
H 1.5304 1.6859 0.7813
*
```

=====

The computed energies, referenced to the most stable structure and given in eV, are w) 4.288; x) 0.000.

=====

w) C4H7N in the gas phase, computed with ωB97M-V/def2-TZVPD.

The SMILES is C=N/C=C/C. As for the LUMO energy: 0.7 eV. Its HOMO-LUMO gap is 0.33512 Eh.

```
! RIJCOSX wB97M-V def2-TZVPD def2/J DEFGRID3
* xyz 0 1
N -0.9086 -1.1283 -0.3935
C -0.2903 -0.1813 0.4953
C -0.0621 1.1039 0.1027
C 0.9264 1.9723 0.7341
C -0.1359 -1.9984 -1.0806
H 1.9320 1.8041 0.2194
H 1.3038 1.5237 1.6690
H 1.0058 -1.8945 -0.7783
H -0.2214 -0.4661 1.6064
H -0.5076 1.5345 -0.8596
H -0.5380 -2.9786 -1.4851
H 0.7564 2.9958 0.8736
*
```

=====

x) 2 unconnected molecules or ions with the total composition C4H7N, computed with ωB97M-V/def2-TZVPD.

The SMILES is CC#N.C=C. As for the LUMO energy: 0.8 eV. Its HOMO-LUMO gap is 0.37486 Eh.

```
! RIJCOSX wB97M-V def2-TZVPD def2/J DEFGRID3
* xyz 0 1
N -0.7509 1.0709 0.3852
C 1.2573 0.9008 -1.5766
C 1.8516 -0.3108 -1.6153
C -1.1708 0.2353 1.0167
C -1.7301 -0.7173 1.9110
H 2.5313 -0.4839 -0.8090
H 1.6507 -0.8956 -2.4632
H 0.5834 1.4118 -2.3174
H -2.7966 -0.8953 1.5775
H 1.3009 1.5647 -0.7426
H -1.6557 -0.2834 2.8897
H -1.0710 -1.5972 1.7439
*
```

=====

The computed energies, referenced to the most stable structure and given in eV, are w) 0.997; x) 0.000.

=====

w) C4H7N in the gas phase, computed with ωB97M-V/def2-TZVPD.

The SMILES is C=N/C=C/C. As for the LUMO energy: 1.0 eV. Its HOMO-LUMO gap is 0.35705 Eh.

```
! RIJCOSX wB97M-V def2-TZVPD def2/J DEFGRID3
* xyz 0 1
N 0.3865 -0.5858 1.2468
C 0.1233 0.1566 -1.0291
C -0.3884 -1.2008 2.0255
C -0.2065 0.2602 0.2574
C 0.2661 1.1781 -2.1117
H 0.4892 -0.8305 -1.3207
H -1.4544 -1.0199 2.1724
H 1.1817 1.0152 -2.6728
H -0.5840 1.2332 0.5725
H -0.5671 0.9732 -2.8027
H 0.0598 -1.8931 2.7395
H 0.1574 2.2244 -1.8413
*
```

=====

x) 2 unconnected molecules or ions with the total composition C4H7N, computed with ωB97M-V/def2-TZVPD.

As for the LUMO energy: 0.2 eV. Its HOMO-LUMO gap is 0.34566 Eh.

```
! RIJCOSX wB97M-V def2-TZVPD def2/J DEFGRID3
* xyz 0 1
N 1.5195 -0.4647 0.0229
C 0.7162 0.2060 1.0264
C -0.4333 -0.5793 1.6353
C 0.8289 0.4776 -0.3887
C -0.3219 0.5240 -2.1400
H 0.0157 1.1799 -2.9187
H -0.0100 -0.4755 -2.3261
H -0.1137 -1.4826 2.1592
H -0.9733 -0.9515 0.7531
H -1.0870 -0.0066 2.2447
H -1.3754 0.6084 -1.7653
H 1.2344 0.9643 1.6972
*
```

=====

y) C4H7N in the gas phase, computed with ωB97M-V/def2-TZVPD.

The SMILES is C=C1CN1C. As for the LUMO energy (alpha / beta): 0.1 / 0.0 eV. Its HOMO-LUMO gap (alpha / beta) is 0.29628 / 0.28773 Eh.

```
! RIJCOSX wB97M-V def2-TZVPD def2/J DEFGRID3
* xyz 0 1
N -0.2913 0.4175 -0.4201
C 1.2181 -1.3126 -1.1256
C -0.4792 1.6015 0.5306
C 0.6718 -0.5373 -0.1830
C -0.6281 -0.7127 0.4895
H -0.5857 -0.6461 1.5666
H -1.5124 1.7337 0.8647
H -0.2276 2.4685 -0.0831
H 0.7734 -1.4367 -2.1061
H 0.2070 1.5924 1.3819
H 2.1925 -1.7616 -0.9807
H -1.3385 -1.4065 0.0653
*
```

=====

z) C4H7N in the gas phase, computed with ωB97M-V/def2-TZVPD.

As for the LUMO energy: -1.0 eV. Its HOMO-LUMO gap is 0.21512 Eh.

```
! RIJCOSX wB97M-V def2-TZVPD def2/J DEFGRID3
* xyz 0 1
N -0.7925 0.6696 -0.8145
C -0.0921 0.1965 0.2494
C -0.6182 1.8548 -1.2416
C 0.0427 -1.1917 0.4765
C 1.2131 -1.6275 1.2285
H 0.2401 0.8960 1.0220
H 0.7695 -1.4881 -0.3803
H 2.0523 -0.9558 1.0069
H -1.3856 2.2496 -1.8925
H -0.8973 -1.7281 0.4144
H 1.2114 -1.7690 2.3171
H 0.3117 2.3372 -0.9338
*
```

=====

The computed energies, referenced to the most stable structure and given in eV, are w) 0.000; x) 2.489; y) 3.400; z) 4.001.